Record 1
The following is a quantum chemistry calculation of a structure of composition C37H31F5OP2RhSiTe, from the Open Molecules 2025 dataset.

Structure (XYZ):
```
79
Properties=species:S:1:pos:R:3:forces:R:3
Rh -0.190380 -0.465798 -0.358815 0.189 -0.396 -0.015
C -2.135588 2.538029 -1.437682 -0.021 0.014 -0.032
Si -0.583862 1.727832 -0.846782 0.034 0.051 0.023
C -0.335184 2.097712 1.000598 -0.085 0.059 -0.026
C 0.366457 3.236303 1.410771 -0.026 0.018 0.070
C 0.420768 3.591704 2.748647 -0.017 -0.033 -0.003
C -0.207848 2.803841 3.710433 0.014 -0.004 -0.042
C -0.882554 1.655305 3.332709 0.032 0.016 0.024
C -0.958579 1.307171 1.985430 -0.018 -0.004 -0.052
P -1.666933 -0.267897 1.415708 0.010 0.077 0.166
C -3.454521 -0.176043 1.309218 -0.007 0.023 -0.035
C -4.161951 0.942054 1.738784 -0.016 0.010 -0.010
C -5.543151 0.973316 1.602108 0.015 0.007 0.007
C -6.210484 -0.106611 1.044027 -0.004 -0.020 -0.007
C -5.503848 -1.223927 0.614447 -0.012 0.014 0.005
C -4.126616 -1.259196 0.740819 0.012 0.011 -0.017
C -1.260135 -1.444178 2.732261 -0.064 0.005 -0.014
C 0.092452 -1.651682 3.006887 0.021 -0.002 -0.002
C 0.472816 -2.541506 3.994905 0.010 -0.012 0.019
C -0.494770 -3.235981 4.712298 -0.001 0.005 -0.009
C -1.838984 -3.033273 4.441759 0.002 0.002 0.000
C -2.225925 -2.136992 3.453416 -0.019 -0.002 -0.003
C 0.866384 2.319541 -1.890511 0.024 -0.031 -0.009
C 0.954790 3.639435 -2.334835 0.000 -0.011 -0.010
C 2.010683 4.048684 -3.137881 0.024 -0.016 -0.004
C 2.990744 3.142626 -3.520508 -0.019 0.016 0.009
C 2.924750 1.825436 -3.091224 -0.017 0.007 -0.003
C 1.873923 1.422930 -2.275417 -0.040 0.035 0.042
P 1.725272 -0.253237 -1.618649 0.014 0.090 -0.011
C 2.523270 -1.440256 -2.698786 -0.002 -0.002 -0.042
C 3.913690 -1.565113 -2.736191 0.016 0.022 0.009
C 4.497902 -2.464488 -3.611225 0.006 0.011 0.011
C 3.700509 -3.238930 -4.445868 -0.011 -0.020 -0.014
C 2.319489 -3.122821 -4.403931 0.016 -0.003 -0.002
C 1.726790 -2.225507 -3.527831 0.094 0.005 0.005
C 2.620673 -0.281994 -0.037590 0.051 -0.007 0.007
C 2.730733 0.869964 0.745052 0.059 -0.035 -0.012
C 3.273839 0.796877 2.021391 0.006 0.000 -0.009
C 3.722051 -0.418117 2.516602 -0.019 0.003 0.007
C 3.614590 -1.570836 1.744016 -0.026 -0.002 0.017
C 3.052066 -1.510587 0.481621 -0.008 -0.007 0.007
H -2.020500 3.602035 -1.201960 -0.007 0.003 -0.021
H -3.035734 2.181098 -0.941641 0.014 -0.029 0.032
H -2.247957 2.432510 -2.516049 -0.052 -0.013 0.016
H 0.874326 3.853698 0.677017 -0.011 0.006 -0.007
H 0.956022 4.483242 3.048970 -0.001 0.003 0.003
H -0.159307 3.082756 4.754707 0.002 0.000 0.000
H -1.336370 1.018638 4.083083 -0.003 0.006 -0.001
H -3.641235 1.786914 2.172890 0.004 -0.001 0.004
H -6.096618 1.841947 1.932820 0.000 0.000 0.000
H -7.286764 -0.077719 0.937812 0.001 0.001 -0.002
H -6.024371 -2.060144 0.167625 -0.002 -0.001 0.002
H -3.571678 -2.119715 0.382857 -0.003 -0.003 0.001
H 0.853401 -1.101843 2.460115 0.020 0.003 -0.014
H 1.523103 -2.695114 4.206976 -0.005 0.001 -0.002
H -0.198172 -3.934691 5.483182 0.001 0.001 -0.001
H -2.592505 -3.571218 5.001178 0.000 0.000 0.000
H -3.277464 -1.981250 3.248949 0.008 0.003 0.001
H 0.184772 4.356349 -2.072997 0.004 0.001 -0.003
H 2.061090 5.073701 -3.480783 -0.004 -0.001 -0.001
H 3.802731 3.461014 -4.160435 -0.001 -0.002 -0.001
H 3.679843 1.115288 -3.404272 0.003 -0.001 0.003
H 4.534496 -0.970922 -2.075464 0.003 0.000 -0.010
H 5.574554 -2.564787 -3.642243 0.000 0.002 0.002
H 4.161519 -3.941616 -5.127350 0.000 0.001 0.000
H 1.699383 -3.732446 -5.047114 -0.001 0.001 0.002
H 0.653092 -2.145888 -3.484315 -0.077 0.002 -0.009
H 2.415304 1.826810 0.349057 0.032 -0.040 -0.005
H 3.359958 1.694635 2.619348 -0.003 0.002 0.001
H 4.161549 -0.469049 3.504267 -0.001 -0.002 -0.003
H 3.969661 -2.518159 2.128009 0.002 0.001 0.001
H 2.968366 -2.410347 -0.116844 -0.007 0.007 0.013
F -1.493583 -2.436609 -4.039208 0.055 0.060 -0.055
Te -2.337769 -1.274771 -2.869334 0.117 -0.167 -0.154
F -3.524029 -2.620146 -2.431566 -0.081 0.051 0.083
F -3.296825 -0.036901 -1.883810 -0.214 0.024 0.108
F -1.231449 0.134960 -3.425433 -0.049 -0.117 -0.116
F -3.455245 -0.854223 -4.273293 0.089 0.061 0.045
O -1.218929 -1.731857 -1.494903 -0.052 0.243 0.042
```
Positions in Å, forces in eV/Å.

Computed properties:
HOMO = -11.21 eV
spin multiplicity = 1
total charge = +1
calculated total energy = -3353.7830 Ha
max |F| = 0.4 eV Å⁻¹
HOMO-LUMO gap = 7.1 eV



Record 2
The following is a quantum chemistry calculation of a structure of composition C37H31N4O3P2SZn, from the Open Molecules 2025 dataset.

Structure (XYZ):
```
79
Properties=species:S:1:pos:R:3:forces:R:3
Zn 0.941103 -0.246123 0.266208 -0.185 -0.107 -0.087
N -1.689113 -0.242036 -1.047803 -0.131 -0.090 0.157
P -0.871962 -1.665269 -0.598262 -0.011 0.355 -0.197
C -2.142895 -2.718364 0.126259 0.212 -0.022 0.171
C -3.295593 -3.023679 -0.597754 -0.020 -0.072 0.006
C -4.271596 -3.821090 -0.025014 -0.021 -0.008 -0.014
C -4.092998 -4.328731 1.258434 -0.002 0.013 -0.009
C -2.940583 -4.039017 1.972726 0.005 0.000 0.009
C -1.963074 -3.229169 1.408718 -0.024 0.057 0.012
C -0.380553 -2.499991 -2.129718 0.086 0.009 0.045
C 0.649258 -3.438823 -2.039636 -0.043 0.018 0.014
C 1.088410 -4.104385 -3.174942 -0.012 0.012 0.035
C 0.509641 -3.823317 -4.406366 -0.018 0.017 -0.011
C -0.512507 -2.886770 -4.500764 0.012 0.006 -0.022
C -0.959320 -2.224193 -3.365077 -0.017 -0.008 -0.033
P -0.946055 1.221089 -0.558403 0.013 -0.195 -0.366
C -2.266184 2.185105 0.203717 0.105 -0.012 0.080
C -3.435904 2.439765 -0.517944 -0.003 0.057 0.047
C -4.448262 3.188566 0.058086 0.016 -0.027 -0.016
C -4.288574 3.700153 1.343212 -0.016 0.001 -0.027
C -3.125172 3.456268 2.055852 -0.010 0.004 0.032
C -2.111337 2.693796 1.489000 0.017 -0.079 0.047
C -0.594725 2.141536 -2.085819 0.006 0.006 0.013
C -0.623418 3.535536 -2.090288 0.011 0.014 -0.012
C -0.235941 4.235911 -3.224865 -0.021 0.008 0.041
C 0.183001 3.553431 -4.358480 0.017 0.011 -0.026
C 0.210041 2.165210 -4.360757 0.009 -0.069 0.041
C -0.168976 1.462416 -3.225369 -0.073 -0.011 -0.049
H -2.695377 -0.272110 -1.162510 0.008 0.022 -0.200
H -3.426715 -2.660314 -1.611911 0.006 -0.012 0.019
H -5.168050 -4.059862 -0.583510 0.029 0.011 0.028
H -4.857620 -4.956336 1.699241 0.034 0.020 -0.023
H -2.801289 -4.441647 2.968100 -0.003 0.020 -0.038
H -1.063852 -2.990895 1.966518 -0.025 -0.017 0.000
H 1.108150 -3.647857 -1.077471 0.009 -0.010 -0.045
H 1.882837 -4.837015 -3.100622 -0.033 0.046 0.001
H 0.857562 -4.334201 -5.295821 -0.023 0.016 0.040
H -0.962944 -2.670180 -5.461885 0.017 -0.014 0.041
H -1.750764 -1.487419 -3.446198 0.026 -0.008 0.005
H -3.543792 2.075719 -1.535168 -0.007 0.025 0.034
H -5.357061 3.384477 -0.497205 0.034 0.004 0.026
H -5.076422 4.298004 1.784911 0.029 -0.037 -0.013
H -3.005908 3.855795 3.054844 0.009 -0.006 -0.032
H -1.204152 2.491595 2.048635 -0.011 0.018 -0.008
H -0.958847 4.078200 -1.214230 0.011 -0.006 -0.015
H -0.273034 5.318296 -3.224606 0.019 -0.044 0.004
H 0.483968 4.104715 -5.241676 -0.033 -0.040 0.048
H 0.523816 1.625553 -5.246976 -0.018 0.040 0.037
H -0.167950 0.378409 -3.236529 0.045 0.013 -0.012
O -0.401112 0.108002 7.585976 -0.025 0.044 -0.038
C 0.708505 0.749083 7.143796 -0.038 0.008 -0.040
O 1.368681 1.384884 7.913031 0.092 0.023 0.009
C 1.038453 0.609577 5.693280 -0.091 -0.031 0.058
C 0.099505 0.300292 4.710424 0.003 0.028 -0.036
C 0.477154 0.202134 3.386419 0.129 -0.004 -0.078
C 1.813442 0.390423 2.981341 -0.013 0.170 -0.013
C 2.745002 0.720348 3.979727 -0.001 0.009 -0.034
C 2.351870 0.834771 5.300512 0.108 0.047 0.013
N 2.122353 0.289087 1.639181 0.076 -0.078 0.199
C 3.474873 0.450454 1.210827 -0.208 -0.088 -0.066
C 3.536851 0.499507 -0.319671 0.036 -0.201 0.018
C 4.584754 1.122572 -0.970611 0.059 0.022 -0.020
C 4.682362 1.017818 -2.346909 0.000 -0.005 0.009
C 3.739812 0.270353 -3.038897 0.083 0.026 -0.106
C 2.700221 -0.292996 -2.332786 -0.184 -0.008 0.143
N 2.583611 -0.158449 -1.003721 0.097 0.118 0.141
H -0.770505 -0.442833 6.888535 -0.003 -0.059 -0.027
H -0.950527 0.178497 4.959040 0.030 -0.019 -0.013
H -0.273380 -0.008081 2.627970 -0.043 -0.049 0.023
H 3.783397 0.887140 3.725384 -0.049 -0.042 0.055
H 3.070962 1.104845 6.065232 -0.019 -0.024 -0.058
H 3.911405 1.380180 1.592038 0.101 0.017 0.029
H 5.330240 1.657070 -0.397671 -0.002 -0.031 -0.015
H 5.499909 1.495487 -2.870569 -0.016 -0.013 -0.002
H 3.801704 0.133919 -4.111065 -0.004 0.013 0.075
H 1.930166 -0.877235 -2.826293 0.017 0.076 0.034
O 6.380586 -0.956267 0.235228 -0.079 0.106 -0.019
S 5.586035 -1.341540 1.384502 0.191 -0.140 -0.032
N 4.314394 -0.649812 1.734830 -0.272 0.156 0.010
```
Positions in Å, forces in eV/Å.

Computed properties:
HOMO = -9.99 eV
spin multiplicity = 1
total charge = +1
calculated total energy = -4733.4012 Ha
max |F| = 0.4 eV Å⁻¹
HOMO-LUMO gap = 7.3 eV